Formula: C40H42AlN6O3Si
Source: the Open Molecules 2025 dataset
Level of theory: the ωB97M-V functional and the def2-TZVPD basis

Last column: Löwdin charge in e.
Cartesian coordinates (Å):
Al -0.28 0.07 1.00  0.3415
C 0.57 -2.82 -5.85  -0.0670
O 0.86 -2.08 -4.66  -0.0931
C 0.57 -0.73 -4.70  -0.2284
C -0.18 -0.08 -5.64  -0.0168
C -0.52 1.28 -5.50  -0.0658
C 0.07 2.04 -4.49  -0.0640
C 0.90 1.40 -3.53  -0.0077
C 1.11 0.04 -3.66  -0.1729
N 1.78 -0.61 -2.58  0.1588
C 1.35 -0.63 -1.25  -0.3432
N 2.34 -0.78 -0.37  0.1788
C 2.44 -0.83 1.08  -0.1585
C 1.36 -0.55 1.87  -0.1896
C 1.58 -0.57 3.25  -0.1168
C 2.82 -0.81 3.80  -0.0608
C 3.92 -1.16 2.98  0.0111
C 3.74 -1.17 1.59  -0.2048
O 4.68 -1.44 0.65  -0.1032
C 6.01 -1.04 0.81  -0.0532
N 0.11 -0.42 -0.91  0.0981
C -1.04 -0.62 -1.76  -0.1625
C -2.03 0.35 -1.92  -0.0439
C -3.16 0.17 -2.64  -0.0946
C -3.33 -1.01 -3.38  -0.0572
C -2.40 -2.05 -3.23  -0.0051
C -1.28 -1.85 -2.41  -0.2189
O -0.38 -2.84 -2.15  -0.1126
C -0.66 -4.16 -2.57  -0.0698
H 1.20 -3.72 -5.79  0.1075
H 0.85 -2.24 -6.72  0.0860
H -0.48 -3.10 -6.01  0.0910
H -0.74 -0.64 -6.40  0.1207
H -1.20 1.75 -6.21  0.1119
H -0.15 3.13 -4.42  0.1167
H 1.31 1.94 -2.70  0.0954
H 2.40 -1.35 -2.83  0.1484
H 3.24 -0.79 -0.82  0.1400
H 0.73 -0.45 3.89  0.0928
H 2.91 -0.91 4.86  0.0994
H 4.85 -1.48 3.37  0.0985
H 6.09 0.03 0.60  0.1046
H 6.62 -1.62 0.14  0.0938
H 6.33 -1.26 1.82  0.0825
H -1.90 1.34 -1.44  0.1134
H -3.87 1.02 -2.73  0.1221
H -4.26 -1.09 -4.01  0.1253
H -2.53 -2.98 -3.74  0.1036
H 0.07 -4.82 -2.12  0.0913
H -0.60 -4.26 -3.69  0.0972
H -1.63 -4.52 -2.24  0.1011
N -2.55 -1.47 3.05  0.1457
C -1.79 -2.37 2.34  -0.2404
C -1.91 -3.71 2.73  0.0161
C -1.14 -4.65 2.08  -0.0187
C -0.33 -4.25 1.01  -0.0212
C -0.26 -2.92 0.72  -0.0849
N -0.98 -1.96 1.34  0.1251
C -2.80 -0.17 2.82  -0.2579
C -3.76 0.42 3.63  -0.0068
C -4.20 1.68 3.36  -0.0096
C -3.65 2.40 2.24  -0.0051
C -2.63 1.75 1.55  -0.1346
N -2.18 0.49 1.81  0.0988
H -3.08 -1.89 3.79  0.1419
H -2.64 -3.94 3.51  0.1256
H -1.23 -5.68 2.34  0.1122
H 0.29 -4.94 0.52  0.1011
H 0.48 -2.54 0.06  0.0927
H -4.14 -0.10 4.52  0.1332
H -4.86 2.16 4.06  0.1149
H -4.01 3.33 1.92  0.0987
H -2.09 2.30 0.78  0.0543
C -0.16 3.67 -0.52  -0.2076
Si 0.44 2.52 0.94  0.5821
C 2.35 2.59 0.66  -0.2045
C 0.16 3.45 2.50  -0.3138
C 0.93 3.15 3.64  -0.0868
C 0.72 3.84 4.83  -0.0810
C -0.28 4.82 4.87  -0.0892
C -1.03 5.10 3.73  -0.0898
C -0.83 4.42 2.56  -0.1276
H 0.37 4.64 -0.32  0.0537
H -1.20 3.81 -0.64  -0.0066
H 0.26 3.25 -1.45  -0.0005
H 2.64 3.67 0.59  0.0473
H 2.67 2.13 -0.31  0.0261
H 2.94 2.13 1.45  0.0137
H 1.68 2.41 3.57  0.0741
H 1.32 3.65 5.74  0.1131
H -0.49 5.32 5.81  0.0990
H -1.82 5.82 3.87  0.1004
H -1.42 4.63 1.67  0.0959

Computed properties:
maximum force	3.03	eV/Å
LUMO energy	-2.55	eV
charge	+1